[1]
Computed, not measured: a molecular structure, C24H29Br2N3O8Sr, with wB97M-V/def2-TZVPD.

Geometry as XYZ:
```
67
Properties=species:S:1:pos:R:3:forces:R:3
Sr 1.274 -1.627 -4.994 -1.9 -0.3 0.9
C -4.395 -2.060 -7.614 0.3 -0.9 -0.3
C -3.194 -1.905 -6.708 1.9 1.7 1.8
O -1.829 -1.809 -7.223 -1.2 -0.4 0.6
H -4.254 -1.417 -8.483 0.0 -0.4 -0.3
H -5.339 -1.760 -7.159 0.2 0.4 0.5
H -4.578 -3.115 -7.817 0.2 0.0 -0.9
H -3.217 -2.490 -5.789 -0.1 -1.6 -0.4
H -3.442 -1.010 -6.138 0.2 1.3 -0.3
C -1.911 -1.503 -1.319 0.2 -0.2 0.9
C -0.631 -2.355 -0.872 -0.7 -0.7 -3.7
O 0.623 -2.049 -1.485 -0.4 1.0 0.5
H -2.176 -0.724 -0.603 0.3 0.2 0.2
H -2.801 -2.133 -1.334 0.0 -0.4 0.1
H -1.956 -0.996 -2.282 0.8 -0.2 -0.3
H -0.792 -3.359 -1.265 -0.8 -0.5 -0.5
H -0.809 -2.656 0.160 1.1 1.2 1.0
Br -1.225 -9.620 0.645 0.0 0.7 -0.4
C -0.579 -7.754 0.498 1.8 -1.0 0.7
C 0.843 -7.674 -0.127 -0.3 1.5 0.3
Br 2.331 -8.477 0.962 -1.2 0.3 -0.9
H -0.417 -7.480 1.540 -0.3 0.1 -0.1
H -1.298 -7.059 0.063 0.1 -0.5 -0.3
H 1.059 -6.606 -0.089 0.2 0.2 0.5
H 0.967 -7.797 -1.202 -0.1 -1.3 0.2
C 0.712 2.373 3.654 -0.8 -0.8 0.7
C -0.508 1.858 3.042 2.4 3.0 2.0
C -1.650 2.305 3.691 -0.1 -0.3 0.8
C -1.589 2.960 4.985 -1.6 -0.3 -2.8
C -0.427 3.351 5.547 -0.1 0.5 1.2
C 0.728 3.035 4.908 1.0 -1.6 -1.9
N -2.884 3.393 5.576 0.0 -1.0 -0.5
O -2.885 4.100 6.547 0.5 0.6 0.6
O -3.887 2.949 5.062 -0.3 -0.1 -0.3
H 1.686 2.176 3.230 0.0 -0.2 -0.3
H -0.436 1.418 2.059 -0.4 -0.2 0.1
H -2.578 2.125 3.170 -0.4 0.1 0.6
H -0.360 3.898 6.476 -0.4 -0.1 0.1
H 1.654 3.150 5.452 0.3 0.4 -0.4
C -3.238 2.976 -2.312 -1.8 0.1 0.6
C -2.001 3.381 -1.961 1.0 1.3 1.6
C -1.859 4.247 -0.841 0.7 0.1 -0.6
C -2.941 4.784 -0.150 0.0 -0.8 -0.1
C -4.216 4.482 -0.595 0.2 -0.6 0.2
C -4.324 3.540 -1.604 -0.6 -0.2 -0.6
N -2.744 5.537 1.125 -0.2 1.2 -0.1
O -1.572 5.865 1.312 -1.4 -0.2 0.7
O -3.731 5.850 1.832 2.3 -1.0 -1.6
H -3.375 2.198 -3.048 -0.3 0.1 -0.2
H -1.118 3.027 -2.473 0.1 0.0 0.1
H -0.845 4.518 -0.587 -0.1 0.1 0.4
H -5.092 4.870 -0.097 0.0 0.0 0.0
H -5.339 3.237 -1.816 0.0 -0.2 -0.4
C 6.335 -1.821 1.891 0.8 -2.1 2.3
C 7.598 -1.222 2.039 -1.2 -1.6 1.0
C 7.745 0.010 1.550 3.1 1.8 -0.1
C 6.761 0.640 0.895 -0.7 0.2 -1.5
C 5.587 -0.018 0.748 -3.6 0.6 -0.9
C 5.265 -1.232 1.325 1.3 0.8 -1.4
N 6.973 1.915 0.191 -0.8 1.0 0.6
O 5.955 2.615 0.185 1.3 -0.2 -0.6
O 8.071 2.229 -0.261 -1.2 -0.6 0.5
H 6.082 -2.763 2.355 0.7 -0.5 0.1
H 8.415 -1.625 2.619 -0.2 -0.5 -0.1
H 8.689 0.528 1.624 0.2 0.0 0.1
H 4.733 0.350 0.198 0.4 0.9 -0.4
H 4.360 -1.774 1.089 -0.2 0.3 0.3
```
Forces are in eV/Å.

2S+1 = 1
HOMO = -7.2959 eV

[2]
Computed, not measured: CH2BF3 in the gas phase, with wB97M-V/def2-TZVPD.

Geometry as XYZ:
```
7
Properties=species:S:1:pos:R:3:forces:R:3
B -0.979 0.536 -0.475 2.7 -2.8 2.9
C 0.554 -0.383 0.270 -2.3 1.1 -1.4
F 0.477 -1.714 0.563 -0.1 0.9 -0.3
F 1.551 -0.218 -0.633 0.0 -0.3 0.3
F 0.932 0.241 1.403 -0.1 0.0 -0.1
H -1.998 0.217 0.044 -0.1 0.3 -0.5
H -0.536 1.320 -1.172 -0.2 0.9 -0.9
```
Forces are in eV/Å.

2S+1 = 1
HOMO = -11.1477 eV
SMILES = BC(F)(F)F

[3]
Computed, not measured: a molecular structure, C38H35Cl2N8O4Sc, with wB97M-V/def2-TZVPD.

Geometry as XYZ:
```
88
Properties=species:S:1:pos:R:3:forces:R:3
Sc 0.113 1.450 -0.804 0.5 0.0 0.9
C 2.860 -0.739 -0.741 0.1 -0.5 -0.2
N 1.826 2.323 -0.160 -0.2 -0.1 -0.2
C 2.854 2.591 -1.150 0.1 -0.1 0.3
C 2.180 2.929 -2.426 0.0 0.3 0.1
N 1.005 2.442 -2.740 0.1 -0.3 0.2
C 0.649 3.026 -3.942 0.0 0.0 0.0
C -0.498 2.873 -4.714 0.0 0.0 0.0
C -0.593 3.615 -5.878 0.0 0.0 0.0
C 0.426 4.492 -6.271 0.0 0.0 0.0
C 1.574 4.651 -5.513 0.0 0.0 0.0
C 1.662 3.905 -4.346 0.0 0.0 0.0
N 2.622 3.826 -3.348 -0.1 -0.2 -0.1
C 0.582 -0.967 -1.825 -0.1 0.2 0.2
N -0.615 -0.394 -2.018 0.3 -0.3 -0.2
C -1.478 -1.466 -2.246 0.2 0.0 0.0
C -2.836 -1.485 -2.539 0.2 0.1 0.0
C -3.447 -2.714 -2.734 0.0 -0.2 0.0
C -2.718 -3.905 -2.656 -0.2 0.1 0.0
C -1.360 -3.901 -2.382 0.1 0.0 0.1
C -0.759 -2.675 -2.166 -0.1 0.2 -0.1
N 0.557 -2.312 -1.884 -0.3 0.0 -0.1
H 2.406 -1.462 -0.038 -0.1 0.2 0.0
H 3.348 -1.382 -1.501 0.0 0.2 0.0
H 2.227 1.678 0.521 0.0 0.0 0.0
H 3.464 1.684 -1.304 0.0 0.0 0.0
H 3.545 3.398 -0.857 -0.1 0.0 -0.1
H -1.273 2.178 -4.415 0.0 0.0 0.0
H -1.468 3.511 -6.507 0.0 0.0 0.0
H 0.317 5.052 -7.191 0.0 0.0 0.0
H 2.362 5.326 -5.821 0.0 0.0 0.0
H 3.466 4.364 -3.276 0.0 0.0 0.0
H -3.391 -0.561 -2.640 0.0 0.0 0.0
H -4.503 -2.754 -2.964 0.0 0.0 0.0
H -3.220 -4.849 -2.819 0.0 0.0 0.0
H -0.794 -4.821 -2.322 0.0 0.0 0.0
H 1.332 -2.891 -1.602 0.0 0.0 0.0
C -2.603 4.935 -2.240 0.0 0.0 0.0
C -2.356 3.589 -1.624 -0.1 0.0 0.0
O -1.211 3.172 -1.458 -0.1 -0.2 -0.2
N -3.433 2.874 -1.252 0.0 0.0 0.1
C -3.311 1.638 -0.479 0.0 0.0 0.0
C -2.782 1.898 0.910 0.0 0.0 0.0
C -3.621 1.996 2.004 0.0 0.0 0.0
C -3.074 2.312 3.242 0.1 0.0 0.0
C -1.713 2.528 3.335 -0.1 0.0 0.0
C -0.938 2.394 2.192 0.1 0.0 0.0
N -1.458 2.075 1.008 0.1 0.1 -0.1
H -1.806 5.145 -2.949 0.0 0.0 0.0
H -2.575 5.689 -1.451 0.0 0.0 0.0
H -3.568 4.987 -2.742 0.0 0.0 0.0
H -4.339 3.300 -1.341 0.0 0.0 0.0
H -2.653 0.948 -1.013 0.0 0.0 0.0
H -4.298 1.180 -0.435 0.0 0.0 0.0
H -4.684 1.821 1.892 0.0 0.0 0.0
H -3.707 2.383 4.117 0.0 0.0 0.0
H -1.239 2.767 4.276 0.0 0.0 0.0
H 0.138 2.512 2.223 0.0 0.0 0.0
O 1.608 -0.226 -1.560 -0.3 0.2 0.0
Cl 3.484 -1.226 2.856 0.1 -0.1 -0.1
C 3.435 -2.149 4.315 0.0 0.1 0.0
C 4.603 -2.343 5.035 0.0 0.0 0.0
C 4.565 -3.080 6.208 0.0 0.0 0.0
C 3.372 -3.616 6.661 0.0 0.0 0.0
C 2.213 -3.403 5.932 0.0 -0.1 0.0
Cl 0.730 -4.099 6.499 0.0 0.0 0.0
C 2.211 -2.667 4.748 0.0 0.0 0.0
N 1.020 -2.452 4.024 0.0 0.0 0.0
C 0.708 -3.292 2.957 -0.1 0.0 0.1
C 1.306 -4.547 2.824 0.0 0.0 0.0
C 0.941 -5.403 1.798 0.0 0.0 0.0
C -0.033 -5.029 0.886 0.0 0.0 0.0
C -0.627 -3.780 1.016 0.0 0.0 0.0
C -0.273 -2.900 2.028 0.0 0.0 -0.1
C -0.956 -1.558 2.120 0.0 0.1 0.0
C 0.010 -0.379 1.956 0.2 -0.1 -0.1
O 0.536 0.105 2.960 -0.1 0.2 0.1
O 0.224 0.024 0.764 -0.3 0.2 -0.4
H 5.528 -1.918 4.670 0.0 0.0 0.0
H 5.474 -3.237 6.773 0.0 0.0 0.0
H 3.328 -4.195 7.573 0.0 0.0 0.0
H 0.803 -1.465 3.874 0.1 0.0 -0.1
H 2.060 -4.854 3.537 0.0 0.0 0.0
H 1.420 -6.371 1.720 0.0 0.0 0.0
H -0.335 -5.697 0.090 0.0 0.0 0.0
H -1.392 -3.475 0.312 0.0 0.0 0.0
H -1.446 -1.449 3.093 0.0 0.0 0.0
H -1.712 -1.501 1.335 0.0 0.0 0.0
```
Forces are in eV/Å.

2S+1 = 1
HOMO = -6.2466 eV

[4]
Computed, not measured: a molecular structure, C13H29I2InNO3, with wB97M-V/def2-TZVPD.

Geometry as XYZ:
```
49
Properties=species:S:1:pos:R:3:forces:R:3
C -3.683 -0.261 1.946 1.3 0.5 -0.4
C -3.856 1.015 0.881 -1.0 -1.2 0.3
O -2.873 0.916 -0.210 -0.2 0.6 2.5
C -1.509 1.244 0.233 1.2 0.4 -1.5
C -0.484 0.386 -0.765 -1.0 1.1 0.2
In 0.281 -1.544 0.145 0.4 0.7 0.2
N 0.875 -1.055 2.174 -0.2 0.9 0.0
I -1.762 -3.550 0.337 0.3 0.2 -0.1
C 1.984 -2.526 -0.977 0.9 -0.6 -0.6
C 3.130 -1.504 -1.551 1.5 -2.2 1.2
C 4.049 -0.792 -0.354 0.0 -1.0 -1.0
I 2.378 -0.047 -3.035 0.4 -0.7 0.6
H -4.647 -0.921 2.017 1.9 1.4 0.0
H -2.791 -0.903 1.501 -2.1 1.1 0.9
H -3.301 0.115 3.003 -1.1 -0.8 -2.1
H -3.837 2.046 1.448 0.1 -1.9 -1.2
H -4.924 0.864 0.382 2.3 0.6 0.9
H -1.313 2.395 -0.009 -0.5 -2.2 0.7
H -1.300 1.070 1.371 -0.6 0.1 -2.0
H -1.081 0.085 -1.742 1.3 1.1 1.8
H 0.421 1.110 -0.972 -1.8 -1.6 0.1
H 0.120 -0.511 2.665 1.1 -0.7 -0.7
H 1.693 -0.399 2.145 -1.0 -0.7 0.1
H 1.498 -3.165 -1.853 1.2 1.3 1.7
H 2.547 -3.278 -0.243 -1.1 1.5 -1.6
H 3.905 -2.183 -2.154 -1.6 1.8 1.0
H 4.920 -0.215 -0.895 -1.8 -0.8 1.3
H 4.564 -1.704 0.216 -1.3 2.0 -1.0
H 3.420 -0.139 0.385 1.3 -1.2 -1.5
C -0.740 -0.099 -5.892 0.0 0.3 0.4
C 0.018 0.841 -6.790 0.4 1.5 0.8
O 0.366 1.955 -6.400 -0.4 -1.4 -0.6
C 0.334 0.366 -8.183 0.3 0.4 -0.2
H -0.897 0.377 -4.918 0.1 -0.1 -0.2
H -1.715 -0.328 -6.331 0.1 -0.2 0.0
H -0.165 -1.017 -5.744 -0.2 0.0 -0.1
H -0.592 0.159 -8.724 0.1 -0.2 0.0
H 0.958 -0.530 -8.137 -0.2 -0.1 -0.1
H 0.885 1.149 -8.717 -0.1 -0.2 0.1
C -0.978 1.169 6.460 -0.3 0.0 -0.4
C 0.353 1.064 5.764 0.1 0.0 -2.0
O 0.435 1.076 4.537 -0.1 0.1 1.9
C 1.580 0.943 6.628 0.4 0.0 -0.3
H -1.773 1.251 5.712 0.2 0.0 0.1
H -1.154 0.274 7.062 0.0 0.2 0.1
H -0.998 2.062 7.090 0.0 -0.2 0.2
H 1.518 0.038 7.237 0.0 0.2 0.1
H 1.674 1.825 7.265 -0.1 -0.2 0.2
H 2.468 0.875 5.990 -0.2 0.0 0.1
```
Forces are in eV/Å.

2S+1 = 1
HOMO = -4.4853 eV
Net charge = -1

Q: 2S+1 of number 2 (CH2BF3)?
A: 1